# 1
330
Properties=species:S:1:pos:R:3 method="wB97M-V/def2-TZVPD" e_homo_ev=-8.531 charge=0 lumo_energy_ev=0.4 de_lowest_kj_mol=63.8 multiplicity=1 homo_lumo_gap_ev=8.96
C 4.1710 2.5306 -1.3021
O 3.9824 1.4114 -0.8553
N 3.3087 3.5064 -0.9750
N 5.1652 2.8993 -2.1457
H 2.5208 3.2080 -0.3491
H 3.2748 4.4404 -1.4456
H 5.5946 2.1051 -2.5398
H 4.9167 3.6310 -2.7787
C 1.6115 -6.4105 -1.4048
O 2.4819 -7.0932 -0.8310
N 0.8613 -6.9500 -2.4145
N 1.4313 -5.0797 -1.1424
H 0.0072 -6.4697 -2.6680
H 0.7547 -7.9269 -2.3593
H 0.6750 -4.5940 -1.6038
H 2.0273 -4.7278 -0.4429
C 1.0754 -2.4025 3.4053
O 1.3837 -1.2879 2.9443
N 1.6392 -3.5195 3.1657
N -0.1305 -2.5680 4.1320
H 0.9444 -4.1873 3.3061
H 2.3021 -3.5739 2.3725
H -0.4699 -1.6320 4.4280
H -0.2026 -3.2589 4.8967
C 1.2728 -0.7436 -6.8318
O 0.2771 -0.0667 -6.6064
N 1.4283 -2.0818 -6.5798
N 2.3452 -0.1424 -7.3980
H 2.4488 -2.3608 -6.5517
H 0.7333 -2.4857 -5.9437
H 2.2770 0.8601 -7.4057
H 3.2626 -0.5258 -7.5474
C -5.0778 4.6488 -2.6770
O -4.7065 5.8057 -2.7488
N -4.3371 3.5616 -2.2867
N -6.3453 4.3589 -3.1330
H -4.6455 2.5720 -2.3640
H -3.4014 3.6640 -1.9239
H -6.8262 5.1371 -3.5636
H -6.5265 3.4037 -3.3762
C 3.3912 -2.0092 0.2167
O 3.2300 -3.1436 0.7941
N 4.0418 -1.9722 -0.9813
N 2.8443 -0.9058 0.7810
H 4.5790 -2.8449 -1.2218
H 4.3016 -1.1575 -1.5374
H 3.1271 0.0059 0.3826
H 2.3308 -1.0087 1.6818
C 5.2639 -5.1940 -1.3898
O 5.6971 -4.1419 -1.9450
N 4.8530 -5.2986 -0.0810
N 5.4093 -6.4289 -2.0998
H 4.3980 -4.4629 0.3651
H 4.3838 -6.1774 0.0866
H 5.3673 -6.1855 -3.0776
H 4.6861 -7.0622 -1.8590
C 0.2955 0.6661 -0.9665
C -0.1965 -0.5551 -1.8110
C -0.4500 -0.2074 -3.1947
O -1.5394 0.7050 -3.1847
C -1.7457 1.3470 -4.4812
N 0.7702 -1.6976 -1.7880
H -0.4723 1.4949 -1.0837
H 1.1166 1.1297 -1.5195
H 0.5689 0.4575 0.0657
H -1.1227 -0.9433 -1.4090
H -0.6647 -1.1103 -3.7359
H 0.4649 0.2337 -3.7295
H -0.7641 1.6604 -4.8225
H -2.4803 2.1391 -4.4308
H -2.1098 0.6489 -5.2289
H 1.6230 -1.3864 -2.2343
H 1.0434 -1.9349 -0.8709
C -3.5653 1.1151 -0.2391
C -4.4690 0.0362 -0.9051
C -5.8426 0.0174 -0.2740
O -6.7533 -0.7976 -1.0997
C -8.1270 -0.4098 -0.8350
N -4.5262 0.4046 -2.3582
H -4.1289 1.9985 -0.1077
H -2.7293 1.2255 -0.8606
H -3.1988 0.7705 0.7335
H -3.8827 -0.9286 -0.9439
H -6.2179 1.0973 -0.2918
H -5.8788 -0.1700 0.7967
H -8.1829 0.6561 -1.0670
H -8.4155 -0.6468 0.2186
H -8.8758 -0.9713 -1.3845
H -5.3227 -0.0163 -2.7390
H -3.6626 0.1419 -2.8055
C 2.0904 -0.5186 -10.6975
O 1.5609 0.8326 -10.5663
C 2.6255 1.7625 -10.4658
C 1.8992 3.0797 -10.1110
N 1.4118 3.0905 -8.7853
C 0.0068 3.3361 -8.6628
C -0.4205 3.0960 -7.1898
O 0.1102 3.9998 -6.1469
C -0.6058 5.2033 -6.2108
H 2.1911 -0.9502 -9.7158
H 3.0485 -0.4680 -11.1788
H 1.3367 -1.1240 -11.2046
H 3.1005 1.8348 -11.4861
H 3.3956 1.4640 -9.7528
H 1.0847 3.2553 -10.7755
H 2.5077 3.9841 -10.2933
H 1.9642 3.5197 -8.0385
H -0.5116 2.5958 -9.2489
H -0.3649 4.3825 -8.9567
H -0.1551 2.0913 -6.8046
H -1.4762 3.1617 -7.1313
H -0.0909 5.8412 -5.5191
H -1.6190 5.0844 -5.7999
H -0.4807 5.6092 -7.2435
C -1.7316 10.1986 11.8842
O -1.3767 8.8285 12.0362
C -2.4144 7.9661 11.7598
C -1.9986 6.4889 11.8162
N -3.1565 5.6823 11.4848
C -2.7618 4.3017 11.1466
C -3.8447 3.4964 10.3584
O -3.8969 3.8700 9.0263
C -4.9683 3.2395 8.3346
H -2.4935 10.5660 12.6012
H -2.1165 10.3632 10.8377
H -0.8281 10.6988 12.0552
H -2.6716 8.1169 10.6742
H -3.2941 8.0444 12.4154
H -1.7335 6.1964 12.8688
H -1.1753 6.2004 11.2250
H -3.5322 5.9799 10.6242
H -2.4521 3.7602 11.9962
H -1.9025 4.2632 10.4811
H -4.7913 3.7748 10.8786
H -3.7444 2.3795 10.5189
H -5.9520 3.5073 8.6979
H -4.7970 2.1595 8.2717
H -5.0522 3.6253 7.3110
C -1.6323 -1.6414 1.3732
O -0.6610 -2.5750 0.9297
C -1.1706 -3.8572 0.6430
C -2.1411 -3.9366 -0.5683
N -1.4622 -4.0296 -1.8303
C -2.3875 -4.3708 -2.9149
C -1.6191 -4.6136 -4.1999
O -1.2937 -5.9716 -4.3053
C -1.0812 -6.3729 -5.6362
H -2.2511 -1.3834 0.4743
H -1.1789 -0.6801 1.6322
H -2.2361 -1.9526 2.1786
H -1.7037 -4.1781 1.5455
H -0.3100 -4.5010 0.5327
H -2.8995 -3.2169 -0.4538
H -2.7004 -4.9358 -0.5221
H -0.9950 -3.0990 -1.9323
H -3.1074 -3.5908 -2.9826
H -2.8796 -5.3076 -2.6191
H -0.8147 -3.8445 -4.3247
H -2.3153 -4.3829 -5.0208
H -0.4530 -5.6295 -6.1244
H -1.9722 -6.4464 -6.2447
H -0.6362 -7.3151 -5.6954
C -3.9412 -6.6838 3.8665
O -4.0468 -5.5411 4.7308
C -2.8545 -4.8287 4.9490
C -2.1410 -5.4078 6.2186
N -1.0248 -4.5231 6.5039
C -1.3779 -3.2898 7.3160
C -0.0776 -2.8439 7.9223
O 0.3477 -3.7154 8.9316
C 1.6371 -3.5470 9.3770
H -3.3292 -6.5049 2.9387
H -4.9540 -6.9353 3.5906
H -3.5951 -7.5565 4.3932
H -3.0980 -3.7997 5.1942
H -2.1794 -4.9108 4.0984
H -1.8299 -6.4597 6.0486
H -2.8827 -5.4936 7.0559
H -0.3658 -5.0763 6.9927
H -2.1990 -3.4693 8.0219
H -1.6770 -2.5463 6.5883
H -0.1784 -1.8055 8.3083
H 0.6402 -2.8101 7.1192
H 2.2427 -3.5314 8.5045
H 1.9039 -4.3692 9.9923
H 1.8154 -2.6588 9.9030
C 5.8212 -1.0613 -8.4979
O 5.0223 -1.3892 -7.3978
C 5.7209 -1.4540 -6.1357
C 4.7972 -1.7764 -4.9391
N 4.0037 -2.9397 -5.2643
C 3.1663 -3.3763 -4.2130
C 2.6928 -4.8054 -4.5358
O 3.7992 -5.6192 -4.9706
C 3.3609 -6.9524 -5.1153
H 6.7644 -1.6721 -8.4763
H 6.1695 0.0194 -8.5174
H 5.2973 -1.2388 -9.3874
H 6.2475 -0.5346 -6.0230
H 6.3431 -2.3095 -6.2131
H 4.1750 -0.8565 -4.6902
H 5.3685 -2.0180 -4.0055
H 4.6979 -3.7302 -5.3273
H 2.2670 -2.6793 -4.1725
H 3.6126 -3.3329 -3.1857
H 1.9812 -4.6956 -5.3430
H 2.1367 -5.2856 -3.7409
H 4.3053 -7.5026 -5.4464
H 2.6034 -7.1278 -5.8296
H 3.1500 -7.3959 -4.1581
C 6.8236 3.9564 -5.7214
O 5.5216 4.0634 -5.1999
C 4.7235 3.1427 -5.9680
C 3.2651 3.3313 -5.6497
N 2.8895 4.7377 -5.8331
C 2.9134 5.4547 -4.5986
C 2.6260 6.9161 -4.6672
O 2.4634 7.4083 -3.2926
C 2.6788 8.8443 -3.1194
H 7.0123 2.9121 -5.8331
H 7.6140 4.3348 -5.0653
H 6.8524 4.4885 -6.7232
H 5.1029 2.1242 -5.7219
H 4.9682 3.2761 -7.0078
H 3.0305 3.0996 -4.6303
H 2.7725 2.5645 -6.1928
H 1.9153 4.7249 -6.1029
H 3.9393 5.3207 -4.1644
H 2.1763 5.0275 -3.9308
H 1.7882 7.1581 -5.3527
H 3.6223 7.3861 -5.0090
H 2.1130 9.3835 -3.9416
H 3.7691 9.0457 -3.1170
H 2.2460 9.1182 -2.1832
C 1.1926 3.5672 8.9191
O 1.7551 2.4846 8.2975
C 2.6193 2.6190 7.1759
C 2.9602 1.1847 6.6519
N 4.0037 1.2470 5.6026
C 4.0014 -0.0112 4.8488
C 5.2707 -0.2271 4.1107
O 6.3545 -0.2694 5.0209
C 7.5356 -0.4831 4.2993
H 0.7836 4.3329 8.2365
H 1.9704 4.1801 9.3764
H 0.4180 3.2520 9.6179
H 3.5518 3.1093 7.4753
H 2.0816 3.2653 6.3934
H 2.0690 0.7510 6.1960
H 3.1890 0.5974 7.5705
H 4.9161 1.3687 5.9842
H 3.1817 -0.0011 4.1359
H 3.8032 -0.8821 5.5199
H 5.4312 0.5576 3.3533
H 5.3475 -1.1920 3.6084
H 8.2890 0.1562 4.7382
H 7.4947 -0.1007 3.2707
H 7.8272 -1.5074 4.2531
C -0.1659 4.0781 -1.7470
O -1.4558 3.8733 -1.2224
C -1.7868 4.3617 0.0461
C -1.3091 3.4989 1.1725
N 0.2119 3.3877 1.2807
C 0.5044 2.6499 2.5493
C 1.9624 2.3333 2.5412
O 2.7278 3.5296 2.3921
C 4.0884 3.1900 2.4710
H -0.3497 3.8976 -2.7909
H 0.4081 3.3145 -1.1989
H 0.2004 5.1128 -1.6162
H -2.8462 4.4506 0.1833
H -1.5351 5.4324 0.0717
H -1.7090 2.4896 0.9836
H -1.6882 3.8938 2.1130
H 0.6040 4.3625 1.4776
H 0.0522 1.6541 2.4472
H 0.1352 3.2160 3.4015
H 2.2014 1.6896 1.6666
H 2.2417 1.7392 3.4190
H 4.4569 2.4170 1.6775
H 4.3378 2.7536 3.4727
H 4.6681 4.0864 2.2554
C -6.8890 0.1297 -5.9012
O -7.5828 -0.9301 -5.3088
C -6.7318 -1.7984 -4.5873
C -5.4138 -2.1031 -5.3378
N -5.6483 -2.3955 -6.7471
C -4.5552 -2.1401 -7.7015
C -3.2597 -2.8559 -7.4739
O -3.3493 -4.2899 -7.2933
C -3.2200 -4.9966 -8.4732
H -7.5621 0.5949 -6.6885
H -6.0018 -0.1985 -6.4630
H -6.6109 0.9056 -5.2039
H -7.2120 -2.7947 -4.5739
H -6.4802 -1.4102 -3.5813
H -4.8834 -2.9069 -4.7355
H -4.7948 -1.2244 -5.2148
H -6.0356 -3.3580 -6.8372
H -4.3754 -1.0725 -7.8375
H -4.9110 -2.5490 -8.6838
H -2.8204 -2.4710 -6.5412
H -2.5071 -2.7013 -8.2328
H -3.3489 -5.9869 -8.1673
H -2.1780 -4.8499 -8.8365
H -3.9980 -4.7133 -9.2634
C -2.3207 -4.9885 10.8562
O -3.1522 -3.8680 10.5422
C -2.7405 -2.6228 11.1254
C -3.5868 -1.5118 10.5175
N -3.0742 -0.7631 9.3573
C -1.9716 0.0724 9.6774
C -1.7759 1.1089 8.4720
O -1.4573 0.3789 7.3471
C -1.4062 1.0184 6.1388
H -2.8736 -5.6643 11.5259
H -1.3077 -4.6390 11.1874
H -2.2024 -5.6084 9.9209
H -1.6790 -2.5004 11.0241
H -3.0619 -2.7408 12.1996
H -3.7956 -0.7236 11.2164
H -4.5581 -1.9596 10.2328
H -2.9265 -1.3320 8.5411
H -0.9756 -0.4069 9.9283
H -2.2157 0.7045 10.5719
H -0.9460 1.8368 8.7143
H -2.7350 1.6141 8.3922
H -0.3957 1.2115 5.8638
H -1.8025 2.0450 6.1171
H -1.8261 0.3888 5.3236

***

# 2
157
Properties=species:S:1:pos:R:3 method="wB97M-V/def2-TZVPD" smiles="CCOCCOC[C@@](C#N)(CCC(F)=C(F)F)[C@@](C#N)(CC[C@](F)(Br)C(F)(F)Br)CC(N)(N)N.O=C1c2ccccc2C(=O)c2ccccc21.O=C1c2ccccc2C(=O)c2ccccc21.O=C1c2ccccc2C(=O)c2ccccc21.O=C1c2ccccc2C(=O)c2ccccc21" e_homo_ev=-9.433 charge=0 lumo_energy_ev=-1.0 multiplicity=1 homo_lumo_gap_ev=8.40
C -5.6823 3.3233 5.4309
C -6.6450 2.2196 4.6409
O -5.9574 1.5876 3.4886
C -6.0759 2.4877 2.3031
C -5.4228 1.7356 0.9632
O -3.9419 1.7793 0.9970
C -3.6120 2.9844 0.1696
C -2.0933 3.5654 0.5373
C -2.0020 3.6504 2.1863
N -2.1609 3.9513 3.4590
C -1.0424 2.3847 0.0783
C 0.1198 2.0597 1.2364
C 1.3077 1.2250 0.4079
F 1.1276 -0.1763 -0.0585
C 2.5891 1.9298 0.1117
F 3.3064 1.9320 -1.1869
F 3.2533 2.6726 1.2454
C -1.7905 5.0353 -0.2016
C -2.0077 4.7270 -1.8313
N -2.3088 4.7630 -3.1129
C -2.8673 6.1670 0.2902
C -4.1913 6.3102 -0.7224
C -5.4178 7.0497 0.1418
F -5.8931 6.0384 1.1235
Br -6.9365 7.3043 -1.1908
C -4.9781 8.4879 0.7939
F -4.0053 9.2654 -0.0354
F -6.2286 9.3340 0.8315
Br -4.3831 8.3580 2.7286
C -0.2197 5.3744 0.1033
C 0.2579 6.9000 -0.2486
N 0.1726 7.7673 1.0031
N 1.7606 6.8097 -0.5846
N -0.4006 7.5239 -1.4578
H -5.6953 3.1714 6.6065
H -6.0904 4.4047 5.2298
H -4.5656 3.2335 5.0928
H -7.6123 2.8196 4.3222
H -6.9844 1.3915 5.4055
H -5.5204 3.5003 2.5011
H -7.2147 2.7139 2.1576
H -5.8446 0.6209 0.9727
H -5.8946 2.2448 0.0173
H -4.3647 3.8263 0.5533
H -3.7475 2.7260 -0.9645
H -0.4442 2.6129 -0.9017
H -1.6040 1.3480 -0.0827
H 0.6618 3.0512 1.6098
H -0.2955 1.4452 2.1415
H -3.3460 5.9483 1.3618
H -2.4334 7.2628 0.3686
H -4.6286 5.2764 -1.0525
H -3.8965 7.0179 -1.6218
H 0.4337 4.6543 -0.5896
H 0.1352 5.1486 1.2042
H -0.4961 7.3696 1.6999
H -0.0310 8.7646 0.7719
H 2.2040 7.7567 -0.4958
H 2.2300 6.0944 0.0129
H 0.2651 7.3786 -2.2737
H -0.5012 8.5729 -1.3614
O -2.7159 -2.0491 1.2378
C -2.6599 -2.5347 2.3608
C -2.8394 -1.6830 3.5543
C -3.0961 -0.3147 3.3975
C -3.3064 0.4889 4.5190
C -3.2628 -0.0692 5.7963
C -2.9898 -1.4287 5.9554
C -2.7715 -2.2360 4.8325
C -2.4657 -3.6694 5.0112
O -2.3519 -4.1436 6.1356
C -2.3059 -4.5245 3.8185
C -2.0514 -5.8933 3.9769
C -1.9324 -6.7158 2.8557
C -2.0674 -6.1763 1.5768
C -2.3067 -4.8098 1.4164
C -2.4210 -3.9807 2.5400
H -3.1371 0.1268 2.4033
H -3.5101 1.5503 4.3953
H -3.4394 0.5546 6.6698
H -2.9522 -1.8564 6.9560
H -1.9498 -6.3225 4.9723
H -1.7388 -7.7790 2.9807
H -1.9842 -6.8191 0.7031
H -2.4076 -4.3959 0.4143
O 0.8840 -6.4224 -0.5907
C 1.6034 -6.2337 -1.5639
C 1.9722 -7.3560 -2.4507
C 1.4776 -8.6399 -2.1867
C 1.7890 -9.6974 -3.0425
C 2.5913 -9.4772 -4.1618
C 3.0995 -8.2024 -4.4168
C 2.7944 -7.1411 -3.5561
C 3.3510 -5.8000 -3.8238
O 4.1176 -5.6231 -4.7637
C 2.9667 -4.6744 -2.9493
C 3.4605 -3.3905 -3.2158
C 3.0760 -2.3142 -2.4149
C 2.1996 -2.5156 -1.3489
C 1.7177 -3.7969 -1.0728
C 2.1065 -4.8801 -1.8717
H 0.8462 -8.8182 -1.3180
H 1.4005 -10.6928 -2.8387
H 2.8236 -10.2987 -4.8358
H 3.7294 -8.0391 -5.2897
H 4.1412 -3.2248 -4.0493
H 3.4572 -1.3174 -2.6258
H 1.8923 -1.6750 -0.7304
H 1.0363 -3.9461 -0.2367
O 4.9409 -2.4704 -7.7523
C 3.8932 -2.0221 -8.2015
C 3.9103 -0.9016 -9.1639
C 5.1351 -0.3636 -9.5800
C 5.1608 0.6684 -10.5192
C 3.9681 1.1641 -11.0454
C 2.7462 0.6413 -10.6189
C 2.7170 -0.3893 -9.6716
C 1.4193 -0.9238 -9.2130
O 0.3701 -0.4366 -9.6179
C 1.4024 -2.0566 -8.2665
C 0.1768 -2.5950 -7.8528
C 0.1514 -3.6875 -6.9847
C 1.3458 -4.2445 -6.5287
C 2.5682 -3.7002 -6.9284
C 2.5966 -2.6000 -7.7953
H 6.0702 -0.7492 -9.1778
H 6.1128 1.0820 -10.8448
H 3.9888 1.9597 -11.7868
H 1.8189 1.0368 -11.0302
H -0.7597 -2.1686 -8.2085
H -0.8011 -4.1067 -6.6677
H 1.3262 -5.1021 -5.8596
H 3.4962 -4.1391 -6.5652
O 6.3688 -1.8793 6.4273
C 5.3211 -1.4311 5.9781
C 5.3383 -0.3106 5.0157
C 6.5630 0.2275 4.5996
C 6.5888 1.2594 3.6604
C 5.3961 1.7551 3.1342
C 4.1742 1.2323 3.5607
C 4.1450 0.2017 4.5080
C 2.8473 -0.3328 4.9666
O 1.7980 0.1544 4.5617
C 2.8304 -1.4656 5.9131
C 1.6047 -2.0040 6.3268
C 1.5793 -3.0965 7.1950
C 2.7738 -3.6535 7.6510
C 3.9962 -3.1092 7.2512
C 4.0246 -2.0090 6.3843
H 7.4982 -0.1582 5.0018
H 7.5408 1.6730 3.3348
H 5.4167 2.5507 2.3928
H 3.2469 1.6278 3.1495
H 0.6683 -1.5776 5.9711
H 0.6268 -3.5157 7.5119
H 2.7542 -4.5111 8.3200
H 4.9242 -3.5481 7.6144